# 1
Entry from the Open Molecules 2025 dataset: a structure of composition C8H12ClCuN2O (the ωB97M-V functional and the def2-TZVPD basis).

## Properties
**HOMO**: -8.718 eV
**E_tot**: -70679.8399 eV
**Multiplicity**: 1
**Frontier orbital gap**: 7.26 eV

```
25
Properties=species:S:1:pos:R:3:nbo_charge:R:1
Cu -1.419 -0.670 -1.142 0.85
Cl 0.213 -1.307 0.789 -0.86
C -2.749 -0.771 3.047 -0.71
C -2.167 0.384 3.769 0.67
O -2.810 1.019 4.583 -0.65
N -0.866 0.658 3.472 -0.63
C -0.030 1.660 4.146 -0.44
H -2.671 -0.705 1.961 0.22
H -3.784 -0.673 3.374 0.24
H -2.303 -1.687 3.435 0.24
H -0.424 0.134 2.730 0.42
H -0.391 2.588 3.700 0.19
H 1.031 1.729 3.910 0.22
H -0.331 1.870 5.173 0.22
N 0.431 -0.095 -2.903 -0.51
C 1.658 -0.233 -2.432 0.05
C 2.798 -0.459 -3.249 -0.24
C 2.657 -0.591 -4.649 -0.16
C 1.370 -0.433 -5.162 -0.26
C 0.273 -0.142 -4.255 0.04
H 1.827 -0.340 -1.371 0.24
H 3.742 -0.768 -2.823 0.23
H 3.522 -0.782 -5.266 0.23
H 1.165 -0.304 -6.214 0.23
H -0.740 -0.081 -4.625 0.20
```

---

# 2
Entry from the Open Molecules 2025 dataset: a cluster of 14 separate species, C57H147N5O19 in total (the ωB97M-V functional and the def2-TZVPD basis).

## Properties
**HOMO**: -8.608 eV
**E_tot**: -107836.1821 eV
**Multiplicity**: 1
**Frontier orbital gap**: 9.00 eV

```
228
Properties=species:S:1:pos:R:3:mulliken_charge:R:1
C 19.844 21.964 17.008 -1.68
C 19.504 20.740 16.146 2.10
C 20.655 20.428 15.188 -1.40
O 19.149 19.637 16.921 -0.08
H 20.795 21.814 17.481 0.37
H 19.045 22.198 17.695 0.39
H 19.986 22.859 16.413 0.40
H 18.673 20.972 15.500 -0.81
H 20.409 19.723 14.389 0.18
H 21.634 20.203 15.655 0.36
H 20.794 21.353 14.591 0.35
H 18.708 19.954 17.747 -0.17
C 11.839 18.403 16.764 -1.81
C 12.901 19.388 16.352 2.36
C 12.393 20.790 16.351 -1.24
O 13.947 19.411 17.372 -0.59
H 10.858 18.513 16.215 0.37
H 11.536 18.678 17.757 0.51
H 12.184 17.406 16.709 0.42
H 13.308 19.115 15.378 -1.19
H 13.198 21.523 16.217 0.02
H 11.877 20.959 17.354 0.51
H 11.622 20.885 15.562 0.24
H 14.006 18.590 17.901 0.07
C 12.486 20.775 8.644 -1.54
C 12.712 20.455 10.177 1.41
C 11.484 19.867 10.943 -0.99
O 13.892 19.642 10.313 -0.48
H 12.126 19.890 8.057 0.29
H 13.386 21.094 8.174 0.33
H 11.727 21.567 8.558 0.39
H 12.921 21.439 10.652 -0.56
H 11.800 19.505 11.904 0.08
H 10.933 19.155 10.259 0.34
H 10.771 20.657 11.148 0.30
H 13.669 18.702 10.336 0.36
C 18.927 9.071 13.371 -1.26
C 18.063 10.338 13.040 0.39
C 17.619 11.166 14.249 -1.03
O 18.933 11.174 12.258 -0.33
H 19.846 9.423 13.897 0.24
H 19.241 8.506 12.467 0.30
H 18.420 8.366 14.092 0.38
H 17.159 10.047 12.447 0.35
H 17.136 12.049 13.919 0.17
H 18.456 11.416 14.910 0.19
H 16.837 10.602 14.786 0.41
H 18.501 11.345 11.379 0.19
C 15.835 19.038 20.449 -1.24
C 16.497 20.290 19.832 0.79
C 17.944 20.538 20.433 -1.39
O 16.564 20.230 18.405 0.18
H 14.829 18.941 20.040 0.26
H 15.811 19.047 21.524 0.48
H 16.314 18.144 20.124 0.21
H 15.919 21.203 20.067 0.20
H 18.573 19.700 20.118 0.28
H 18.001 20.603 21.523 0.40
H 18.457 21.339 19.958 0.33
H 15.668 19.900 18.131 -0.11
C 17.125 16.841 17.091 -0.52
C 15.728 16.627 16.555 2.76
C 15.630 15.640 15.382 -0.83
O 14.883 16.315 17.647 -0.64
H 17.588 15.845 17.301 0.44
H 17.101 17.399 18.063 -0.28
H 17.854 17.507 16.440 -0.15
H 15.302 17.566 16.246 -1.44
H 14.617 15.478 14.999 0.30
H 15.935 14.604 15.768 0.24
H 16.248 15.985 14.574 -0.16
H 15.317 15.661 18.208 0.38
C 12.694 16.961 12.712 -0.90
C 13.933 16.654 11.878 3.18
C 14.322 15.208 11.953 -1.38
O 13.532 16.996 10.496 -0.73
H 12.945 16.676 13.720 0.13
H 11.769 16.475 12.501 0.50
H 12.597 18.026 12.770 -0.34
H 14.797 17.356 12.088 -1.80
H 14.974 15.115 11.095 0.38
H 13.415 14.652 11.740 0.41
H 14.935 14.926 12.824 0.12
H 14.314 17.086 9.953 0.33
C 13.754 26.117 11.779 -1.06
C 14.696 25.935 10.575 1.51
C 14.343 26.892 9.465 -1.85
O 16.038 26.150 10.775 -0.72
H 12.779 26.112 11.369 0.52
H 14.004 27.059 12.232 0.32
H 13.857 25.298 12.470 -0.21
H 14.566 24.938 10.154 -0.10
H 14.408 27.937 9.801 0.37
H 13.358 26.706 8.987 0.37
H 15.055 26.819 8.630 0.44
H 16.464 25.540 11.498 0.10
C 8.733 23.170 14.585 -1.12
C 9.881 24.132 14.401 1.30
C 10.091 24.533 12.872 -1.06
O 9.657 25.345 15.090 -0.60
H 8.223 23.164 13.595 0.32
H 8.077 23.627 15.373 0.32
H 9.048 22.132 14.882 0.22
H 10.825 23.651 14.688 -0.38
H 9.151 25.033 12.559 0.46
H 10.295 23.523 12.355 0.17
H 10.878 25.286 12.667 0.09
H 10.009 25.353 15.991 0.34
C 20.595 11.622 9.104 -0.49
O 21.793 12.171 9.652 -0.39
C 21.951 11.760 10.983 0.16
C 23.196 12.321 11.638 -1.12
N 23.252 13.748 11.719 -0.29
C 22.541 14.299 12.823 -0.05
C 22.770 15.767 13.065 -0.86
O 22.374 16.409 11.841 -0.20
C 22.487 17.777 12.012 -1.12
H 20.604 10.527 9.021 0.37
H 20.539 12.059 8.094 0.24
H 19.723 11.893 9.781 -0.07
H 21.980 10.692 10.984 0.52
H 21.043 11.952 11.600 -0.02
H 24.112 11.949 11.126 0.31
H 23.171 11.930 12.656 0.45
H 23.007 14.187 10.842 0.23
H 22.847 13.836 13.778 0.47
H 21.443 14.212 12.715 -0.02
H 23.808 15.951 13.254 0.66
H 22.177 16.081 13.934 0.17
H 23.533 17.984 12.075 0.46
H 22.065 18.127 12.887 0.45
H 22.147 18.397 11.131 0.16
C 13.436 22.523 13.001 -0.16
O 14.352 21.985 13.901 -0.14
C 14.626 20.649 13.498 1.75
C 15.797 20.139 14.188 -0.10
N 16.181 18.803 13.627 1.14
C 16.944 18.894 12.378 -0.22
C 17.754 17.658 12.133 -0.28
O 18.614 17.459 13.218 -0.21
C 19.262 16.190 13.146 -0.21
H 13.867 22.564 11.988 -0.32
H 13.267 23.515 13.377 0.21
H 12.478 21.951 13.010 0.07
H 14.794 20.586 12.403 -0.60
H 13.730 20.023 13.670 -1.04
H 15.606 19.987 15.234 -0.09
H 16.665 20.773 14.177 0.01
H 16.845 18.326 14.269 -0.48
H 17.586 19.767 12.342 0.74
H 16.250 18.968 11.510 -0.92
H 18.328 17.744 11.225 0.27
H 17.110 16.745 12.053 0.10
H 19.957 16.175 12.327 -0.13
H 18.491 15.404 13.038 0.33
H 19.830 16.147 14.109 -0.07
C 19.193 14.741 9.775 -0.12
O 19.299 14.502 8.363 -0.51
C 20.604 14.897 7.864 -0.48
C 20.922 16.379 7.996 -0.26
N 19.847 17.180 7.275 -0.47
C 19.796 18.595 7.715 -0.26
C 18.793 19.420 6.919 -0.66
O 17.498 18.844 7.224 -0.23
C 16.385 19.519 6.589 -0.58
H 20.194 14.689 10.279 0.13
H 18.631 13.897 10.120 0.30
H 18.679 15.752 9.957 0.01
H 20.556 14.574 6.810 0.30
H 21.290 14.298 8.479 0.33
H 21.914 16.622 7.548 0.47
H 20.975 16.598 9.076 -0.03
H 18.978 16.727 7.542 0.28
H 20.756 18.979 7.562 0.53
H 19.578 18.673 8.803 -0.08
H 18.915 19.437 5.844 0.50
H 18.770 20.464 7.334 0.29
H 15.512 18.860 6.496 0.23
H 16.760 19.834 5.607 0.35
H 16.120 20.362 7.195 0.11
C 22.125 16.183 23.237 -0.85
O 21.804 16.402 21.865 -0.29
C 22.994 16.831 21.195 -0.67
C 22.764 16.745 19.759 -0.41
N 22.570 15.348 19.309 -0.41
C 22.075 15.214 17.947 -0.05
C 22.120 13.735 17.623 -0.52
O 21.053 13.103 18.290 -0.31
C 21.103 11.680 18.101 -0.83
H 21.227 15.848 23.755 0.26
H 22.547 16.995 23.684 0.37
H 22.772 15.292 23.434 0.31
H 23.748 16.131 21.535 0.40
H 23.217 17.897 21.548 0.35
H 23.592 17.186 19.214 0.40
H 21.881 17.379 19.624 0.13
H 21.993 14.920 19.976 0.28
H 22.715 15.865 17.298 0.37
H 20.946 15.547 17.873 -0.04
H 23.038 13.174 17.900 0.34
H 22.075 13.600 16.564 0.25
H 20.236 11.219 18.603 0.26
H 21.958 11.243 18.634 0.32
H 21.212 11.417 17.082 0.34
C 16.448 21.318 9.846 -0.73
O 16.705 22.097 11.082 0.55
C 17.451 23.228 10.680 -0.63
C 18.056 23.911 11.919 -0.66
N 17.075 24.627 12.662 0.80
C 17.593 25.436 13.774 -0.29
C 16.359 26.082 14.376 -0.74
O 15.405 25.155 14.878 -0.19
C 15.815 24.508 16.090 -0.48
H 17.394 20.876 9.514 0.42
H 16.035 22.011 9.093 0.61
H 15.656 20.657 10.081 -0.69
H 16.751 23.878 10.149 0.41
H 18.291 22.882 10.029 0.29
H 18.803 24.644 11.559 0.50
H 18.622 23.152 12.570 -0.01
H 16.329 24.045 13.005 -0.38
H 18.149 26.236 13.360 0.46
H 18.128 24.760 14.494 -0.10
H 15.801 26.669 13.638 0.12
H 16.586 26.745 15.185 0.57
H 14.839 24.035 16.516 0.05
H 16.252 25.274 16.764 0.47
H 16.516 23.656 15.963 0.05
```

---

# 3
Entry from the Open Molecules 2025 dataset: a structure of composition C26H29N7Ru (the ωB97M-V functional and the def2-TZVPD basis).

## Properties
**Expectation value of S²**: 0.8172
**Total charge**: +3
**HOMO (spin up / spin down)**: -16.113 / -16.110 eV
**E_tot**: -40416.0759 eV
**Multiplicity**: 2
**Frontier orbital gap (spin up / spin down)**: 5.99 / 4.80 eV

```
63
Properties=species:S:1:pos:R:3:nbo_charge:R:1
Ru -0.013 -0.236 -0.112 0.84
C 2.515 1.538 0.339 -0.26
C 2.971 0.091 0.296 -0.24
N 2.728 -0.538 -1.048 -0.22
C 1.856 -2.942 -0.819 -0.46
C 1.176 -2.957 0.557 0.24
C 1.097 -4.154 1.247 -0.21
C 0.318 -4.247 2.390 -0.07
C -0.321 -3.114 2.877 -0.21
C -0.166 -1.921 2.205 0.23
C -0.571 -0.607 2.864 -0.25
N -1.813 0.254 0.896 -0.45
C -1.177 2.705 0.754 -0.45
C 0.252 2.374 1.189 -0.24
N 1.057 1.754 0.100 -0.49
N 0.538 -1.859 1.039 -0.55
H 3.079 2.105 -0.404 0.24
H 2.798 1.929 1.316 0.26
H 2.450 -0.499 1.038 0.25
H 4.041 0.030 0.493 0.27
H 3.316 -0.067 -1.747 0.45
H 2.233 -3.948 -1.003 0.28
H 1.087 -2.782 -1.573 0.24
H 1.616 -5.027 0.872 0.26
H 0.219 -5.194 2.907 0.27
H -0.903 -3.161 3.789 0.26
H 0.349 -0.015 2.952 0.20
H -0.883 -0.856 3.873 0.26
H -2.568 -0.374 0.634 0.41
H -1.639 3.187 1.613 0.28
H -1.135 3.467 -0.030 0.24
H 0.294 1.719 2.052 0.21
H 0.684 3.328 1.503 0.24
H 0.940 2.325 -0.731 0.41
C -3.463 1.780 2.961 -0.33
C -4.107 2.104 1.701 -0.12
C -3.572 2.023 0.483 -0.28
C -2.152 1.625 0.223 0.06
N -1.654 0.219 2.300 -0.28
C -2.401 1.002 3.178 0.02
C -1.922 1.430 -1.307 0.30
C -2.652 1.918 -2.376 -0.21
C -2.193 1.645 -3.665 -0.10
C -1.002 0.966 -3.892 -0.18
C -0.273 0.546 -2.796 0.14
N -0.800 0.750 -1.576 -0.42
C 1.053 -0.135 -2.716 0.17
C 1.855 -0.563 -3.741 -0.17
C 2.934 -1.531 -3.655 -0.24
C 3.444 -2.215 -2.606 -0.14
C 3.063 -2.025 -1.161 -0.08
N 1.381 -0.367 -1.412 -0.27
H -3.909 2.197 3.853 0.27
H -5.122 2.479 1.772 0.26
H -4.190 2.265 -0.369 0.23
H -2.061 0.912 4.202 0.24
H -3.547 2.510 -2.255 0.27
H -2.787 1.978 -4.507 0.27
H -0.653 0.774 -4.899 0.26
H 1.602 -0.211 -4.735 0.26
H 3.383 -1.784 -4.609 0.28
H 4.188 -2.977 -2.809 0.27
H 3.894 -2.233 -0.488 0.26
```

---

# 4
Entry from the Open Molecules 2025 dataset: a cluster of 2 separate species, C11H15N in total (the ωB97M-V functional and the def2-TZVPD basis).

## Properties
**HOMO**: -7.656 eV
**E_tot**: -13137.4793 eV
**Multiplicity**: 1
**Frontier orbital gap**: 8.55 eV
**SMILES**: Cc1c[nH]c2ccccc12.CC

```
27
Properties=species:S:1:pos:R:3:nbo_charge:R:1
C 0.929 0.935 2.620 -0.61
C -0.464 -0.435 0.544 -0.10
C -0.330 0.454 1.684 -0.09
C -1.768 -0.228 -0.013 0.14
C -1.629 0.910 1.935 -0.02
C 0.020 -1.719 -1.566 -0.24
C -1.350 -1.538 -2.030 -0.22
C 0.374 -1.281 -0.281 -0.21
C -2.197 -0.829 -1.208 -0.25
N -2.495 0.543 0.949 -0.56
H 0.608 -2.364 -2.258 0.22
H -1.415 -1.847 -3.095 0.22
H 1.411 -1.496 0.123 0.22
H -3.193 -0.830 -1.445 0.21
H 1.472 -0.051 2.837 0.22
H 0.630 1.527 3.404 0.21
H -1.971 1.485 2.964 0.22
H -3.565 0.827 0.922 0.43
H 1.476 1.496 1.874 0.21
C 3.007 0.486 -1.591 -0.63
C 3.692 1.699 -0.904 -0.63
H 3.721 -0.404 -1.366 0.21
H 1.973 0.435 -0.886 0.23
H 2.873 0.612 -2.724 0.22
H 4.757 1.695 -0.739 0.20
H 3.336 1.733 0.135 0.20
H 3.657 2.656 -1.539 0.21
```

---

Repeat the third record exactly.
Entry from the Open Molecules 2025 dataset: a structure of composition C26H29N7Ru (the ωB97M-V functional and the def2-TZVPD basis).

## Properties
**Expectation value of S²**: 0.8172
**Total charge**: +3
**HOMO (spin up / spin down)**: -16.113 / -16.110 eV
**E_tot**: -40416.0759 eV
**Multiplicity**: 2
**Frontier orbital gap (spin up / spin down)**: 5.99 / 4.80 eV

```
63
Properties=species:S:1:pos:R:3:nbo_charge:R:1
Ru -0.013 -0.236 -0.112 0.84
C 2.515 1.538 0.339 -0.26
C 2.971 0.091 0.296 -0.24
N 2.728 -0.538 -1.048 -0.22
C 1.856 -2.942 -0.819 -0.46
C 1.176 -2.957 0.557 0.24
C 1.097 -4.154 1.247 -0.21
C 0.318 -4.247 2.390 -0.07
C -0.321 -3.114 2.877 -0.21
C -0.166 -1.921 2.205 0.23
C -0.571 -0.607 2.864 -0.25
N -1.813 0.254 0.896 -0.45
C -1.177 2.705 0.754 -0.45
C 0.252 2.374 1.189 -0.24
N 1.057 1.754 0.100 -0.49
N 0.538 -1.859 1.039 -0.55
H 3.079 2.105 -0.404 0.24
H 2.798 1.929 1.316 0.26
H 2.450 -0.499 1.038 0.25
H 4.041 0.030 0.493 0.27
H 3.316 -0.067 -1.747 0.45
H 2.233 -3.948 -1.003 0.28
H 1.087 -2.782 -1.573 0.24
H 1.616 -5.027 0.872 0.26
H 0.219 -5.194 2.907 0.27
H -0.903 -3.161 3.789 0.26
H 0.349 -0.015 2.952 0.20
H -0.883 -0.856 3.873 0.26
H -2.568 -0.374 0.634 0.41
H -1.639 3.187 1.613 0.28
H -1.135 3.467 -0.030 0.24
H 0.294 1.719 2.052 0.21
H 0.684 3.328 1.503 0.24
H 0.940 2.325 -0.731 0.41
C -3.463 1.780 2.961 -0.33
C -4.107 2.104 1.701 -0.12
C -3.572 2.023 0.483 -0.28
C -2.152 1.625 0.223 0.06
N -1.654 0.219 2.300 -0.28
C -2.401 1.002 3.178 0.02
C -1.922 1.430 -1.307 0.30
C -2.652 1.918 -2.376 -0.21
C -2.193 1.645 -3.665 -0.10
C -1.002 0.966 -3.892 -0.18
C -0.273 0.546 -2.796 0.14
N -0.800 0.750 -1.576 -0.42
C 1.053 -0.135 -2.716 0.17
C 1.855 -0.563 -3.741 -0.17
C 2.934 -1.531 -3.655 -0.24
C 3.444 -2.215 -2.606 -0.14
C 3.063 -2.025 -1.161 -0.08
N 1.381 -0.367 -1.412 -0.27
H -3.909 2.197 3.853 0.27
H -5.122 2.479 1.772 0.26
H -4.190 2.265 -0.369 0.23
H -2.061 0.912 4.202 0.24
H -3.547 2.510 -2.255 0.27
H -2.787 1.978 -4.507 0.27
H -0.653 0.774 -4.899 0.26
H 1.602 -0.211 -4.735 0.26
H 3.383 -1.784 -4.609 0.28
H 4.188 -2.977 -2.809 0.27
H 3.894 -2.233 -0.488 0.26
```

---

Repeat the first record exactly.
Entry from the Open Molecules 2025 dataset: a structure of composition C8H12ClCuN2O (the ωB97M-V functional and the def2-TZVPD basis).

## Properties
**HOMO**: -8.718 eV
**E_tot**: -70679.8399 eV
**Multiplicity**: 1
**Frontier orbital gap**: 7.26 eV

```
25
Properties=species:S:1:pos:R:3:nbo_charge:R:1
Cu -1.419 -0.670 -1.142 0.85
Cl 0.213 -1.307 0.789 -0.86
C -2.749 -0.771 3.047 -0.71
C -2.167 0.384 3.769 0.67
O -2.810 1.019 4.583 -0.65
N -0.866 0.658 3.472 -0.63
C -0.030 1.660 4.146 -0.44
H -2.671 -0.705 1.961 0.22
H -3.784 -0.673 3.374 0.24
H -2.303 -1.687 3.435 0.24
H -0.424 0.134 2.730 0.42
H -0.391 2.588 3.700 0.19
H 1.031 1.729 3.910 0.22
H -0.331 1.870 5.173 0.22
N 0.431 -0.095 -2.903 -0.51
C 1.658 -0.233 -2.432 0.05
C 2.798 -0.459 -3.249 -0.24
C 2.657 -0.591 -4.649 -0.16
C 1.370 -0.433 -5.162 -0.26
C 0.273 -0.142 -4.255 0.04
H 1.827 -0.340 -1.371 0.24
H 3.742 -0.768 -2.823 0.23
H 3.522 -0.782 -5.266 0.23
H 1.165 -0.304 -6.214 0.23
H -0.740 -0.081 -4.625 0.20
```

---

What did the first record say?
Entry from the Open Molecules 2025 dataset: a structure of composition C8H12ClCuN2O (the ωB97M-V functional and the def2-TZVPD basis).

## Properties
**HOMO**: -8.718 eV
**E_tot**: -70679.8399 eV
**Multiplicity**: 1
**Frontier orbital gap**: 7.26 eV

```
25
Properties=species:S:1:pos:R:3:nbo_charge:R:1
Cu -1.419 -0.670 -1.142 0.85
Cl 0.213 -1.307 0.789 -0.86
C -2.749 -0.771 3.047 -0.71
C -2.167 0.384 3.769 0.67
O -2.810 1.019 4.583 -0.65
N -0.866 0.658 3.472 -0.63
C -0.030 1.660 4.146 -0.44
H -2.671 -0.705 1.961 0.22
H -3.784 -0.673 3.374 0.24
H -2.303 -1.687 3.435 0.24
H -0.424 0.134 2.730 0.42
H -0.391 2.588 3.700 0.19
H 1.031 1.729 3.910 0.22
H -0.331 1.870 5.173 0.22
N 0.431 -0.095 -2.903 -0.51
C 1.658 -0.233 -2.432 0.05
C 2.798 -0.459 -3.249 -0.24
C 2.657 -0.591 -4.649 -0.16
C 1.370 -0.433 -5.162 -0.26
C 0.273 -0.142 -4.255 0.04
H 1.827 -0.340 -1.371 0.24
H 3.742 -0.768 -2.823 0.23
H 3.522 -0.782 -5.266 0.23
H 1.165 -0.304 -6.214 0.23
H -0.740 -0.081 -4.625 0.20
```